ORCA calculation (ωB97M-V with the def2-TZVPD basis set) on 11 unconnected molecules or ions with the total composition C35H78NO11S8.

Results
HOMO-LUMO gap = 2.963 eV
total charge = -1
strongest force on any atom = 3.7 eV/A

Each line ends with the Mulliken charge.
Atoms and positions in Å:
C -1.189275 1.769100 -1.490670  -1.6761
C 0.344515 2.064900 -1.205830  1.6203
C 0.601445 2.079580 0.341340  -1.1412
C 0.703395 0.669530 0.945990  -0.7420
C 1.893745 -0.177110 0.235140  -0.9647
C 1.575235 -0.271690 -1.298350  1.3110
N 1.228705 1.093840 -1.962410  0.2276
O 1.167685 1.155040 -3.485850  -0.8366
C 0.460385 -1.379180 -1.656230  -1.5156
C 2.880895 -0.854210 -1.991390  -1.7534
C 0.710585 3.473220 -1.623020  -1.9502
H -1.755655 2.565000 -1.007080  0.4290
H -1.626545 0.787570 -1.307650  0.2143
H -1.529105 1.983840 -2.503830  0.3485
H -0.274275 2.498930 0.836690  0.3991
H 1.471775 2.667740 0.632390  0.4126
H -0.259195 0.162280 0.881060  0.3107
H 0.993745 0.893700 1.972410  0.3678
H 1.688255 -1.119230 0.743350  0.2848
H 2.930985 0.126210 0.377330  0.3616
H 0.437895 -1.728910 -2.688350  0.3028
H -0.514765 -0.955680 -1.415750  0.2551
H 0.646145 -2.218110 -0.985570  0.3723
H 3.722695 -0.210950 -1.735080  0.3977
H 2.793815 -0.768710 -3.074540  0.3910
H 3.077245 -1.874990 -1.663460  0.3690
H 1.773625 3.711170 -1.585420  0.4072
H 0.160395 4.282420 -1.142820  0.3951
H 0.415235 3.643490 -2.658340  0.4082
C -1.012145 -1.080630 7.597040  -0.8165
S -1.381845 -2.854030 7.230840  0.4794
O -2.811885 -2.760500 6.730690  -0.6408
C -0.435825 -3.111670 5.679960  -0.8008
H -0.724235 -0.940140 8.638900  0.3632
H -1.797575 -0.512310 7.098840  0.2670
H -0.014925 -0.838650 7.229460  0.2726
H -0.890225 -2.556960 4.859030  0.2614
H -0.391395 -4.153500 5.362590  0.3210
H 0.583195 -2.764730 5.851200  0.2948
C -5.698565 -5.396300 -6.206420  -0.8948
S -4.216605 -5.436480 -5.030030  0.4806
O -3.112495 -4.700010 -5.694670  -0.5690
C -4.919835 -4.429290 -3.746340  -0.9484
H -6.558695 -5.895470 -5.760210  0.3550
H -5.360645 -6.007820 -7.043060  0.2937
H -6.039065 -4.385810 -6.432400  0.2716
H -4.622305 -4.597510 -2.711320  0.3623
H -5.964965 -4.604610 -3.491270  0.3308
H -4.648355 -3.385990 -3.907320  0.3186
C 8.309405 2.330630 -0.496260  -0.8549
S 8.650045 3.974910 -1.226560  0.4555
O 7.303345 4.341730 -1.900730  -0.5977
C 8.616345 4.958960 0.307480  -0.8217
H 8.920205 2.104520 0.377760  0.3146
H 8.548215 1.654440 -1.317140  0.3070
H 7.235705 2.364440 -0.311550  0.3088
H 8.548615 6.014290 0.043320  0.3163
H 9.527935 4.798950 0.883250  0.3265
H 7.691045 4.568940 0.731510  0.2445
C 6.933205 -0.195700 5.492110  -0.9646
S 5.116595 0.029230 5.450000  0.5519
O 4.420025 -0.473810 6.692490  -0.6182
C 5.200085 1.900060 5.565060  -0.9154
H 7.171185 -1.253860 5.383730  0.2932
H 7.399645 0.170010 6.406880  0.3410
H 7.542335 0.354600 4.775010  0.3652
H 4.204355 2.290970 5.774420  0.2868
H 5.604115 2.244330 4.613040  0.3305
H 5.750055 2.263860 6.432980  0.3272
C -5.474945 6.881130 -3.158780  -0.9129
S -6.981565 6.637820 -4.169620  0.5075
O -8.016805 6.348180 -3.144360  -0.6016
C -7.167805 8.446070 -4.707730  -0.8919
H -5.164775 5.904640 -2.786800  0.3056
H -5.723385 7.392310 -2.228690  0.3245
H -4.574095 7.302050 -3.605330  0.3599
H -7.993305 8.826620 -5.309250  0.3246
H -6.259665 8.792180 -5.201270  0.3107
H -7.311205 8.859330 -3.709350  0.2769
C -6.997425 0.818360 -4.863920  -0.9286
S -6.259255 1.609550 -6.367570  0.5070
O -4.797915 1.210450 -6.478840  -0.5969
C -7.166745 0.577470 -7.576660  -0.8875
H -6.422195 1.270190 -4.055800  0.3049
H -6.972365 -0.269640 -4.802870  0.3138
H -8.016335 1.173360 -4.709330  0.3675
H -7.656395 -0.295710 -7.145490  0.2804
H -6.569985 0.350720 -8.460150  0.3195
H -7.997715 1.229800 -7.845090  0.3155
C 2.824815 -5.708280 -5.501270  -0.8866
S 2.442925 -5.876240 -7.264170  0.4569
O 1.425065 -4.819830 -7.715760  -0.5824
C 4.178515 -5.462120 -7.831620  -0.9096
H 2.578655 -4.685190 -5.217010  0.3108
H 3.780615 -6.000790 -5.066540  0.3597
H 2.054745 -6.371770 -5.107730  0.3021
H 4.732855 -6.320820 -7.452890  0.3242
H 4.559235 -4.573260 -7.328540  0.3093
H 4.302775 -5.413300 -8.913410  0.3149
C -5.397485 -0.907740 3.086370  -0.9104
S -6.474475 -0.678340 1.594070  0.5292
O -7.052565 -2.061280 1.296820  -0.6195
C -7.780785 0.180720 2.587690  -0.9376
H -4.507355 -1.422440 2.724630  0.2950
H -5.953575 -1.461940 3.842490  0.3358
H -5.210355 0.037850 3.595230  0.3538
H -8.336915 -0.489440 3.243210  0.3274
H -8.503615 0.635130 1.910110  0.3003
H -7.381255 0.934940 3.265650  0.3239
C 6.463515 -5.873390 1.374520  -0.2028
C 5.248995 -6.141860 0.885200  -0.4958
C 5.145795 -6.974950 -0.161190  -0.1125
C 6.171305 -7.613830 -0.746380  -0.6341
C 7.474635 -7.192710 -0.356180  -0.1871
C 7.622335 -6.332880 0.708630  -0.4506
H 6.516605 -5.182160 2.202620  0.3416
H 4.367755 -5.663750 1.286750  0.3714
H 4.170395 -7.125540 -0.599700  0.3215
H 6.096885 -8.281760 -1.591800  0.3620
H 8.359685 -7.637870 -0.786170  0.3434
H 8.623785 -6.109100 1.045430  0.3436
O -0.178275 4.379740 10.416700  -0.5825
C -0.653455 4.479750 9.312410  0.5341
O -0.094245 4.110320 8.175670  -0.3534
C -0.872995 4.444120 7.010760  -0.3195
C -1.916885 5.445790 7.373210  -0.4063
C -1.903975 5.373740 8.945730  -0.4465
H -1.210915 3.506120 6.570210  0.2465
H -0.181295 4.935620 6.326600  0.2770
H -2.951485 5.201950 7.131860  0.2378
H -1.624235 6.354960 6.847970  0.2618
H -2.821675 4.893860 9.285780  0.2735
H -1.813875 6.305250 9.504540  0.2762

Forces on the atoms, in the same order (eV/Å):
C 0.0016 1.4910 -0.3206
C 0.1796 -1.6363 -0.5560
C -0.7894 -1.7349 -0.6075
C 2.6509 1.0497 -0.9299
C -3.5071 0.5555 -0.2750
C -0.1909 -0.1787 -2.6852
N 1.4169 -0.1144 0.7660
O -0.4105 -0.4967 3.2187
C 0.4795 1.1205 1.3225
C -0.7646 1.3915 0.2706
C -0.6058 0.8736 -1.7591
H -0.3564 -0.1390 0.8784
H 0.4846 -0.0120 0.6086
H 0.9465 -0.2359 -0.5809
H -0.1167 0.6023 -0.1752
H 0.1501 -0.0082 -0.3140
H 0.1954 -0.2645 0.0112
H -0.2462 -0.6861 0.4653
H 0.7498 -0.6453 -0.4498
H -0.2893 0.4743 0.2980
H 0.3250 0.4043 0.0104
H -0.1049 -0.1917 -0.0447
H -0.1211 -0.3765 -0.0185
H 0.2049 0.0025 0.1977
H -0.3142 -0.1834 0.0241
H -0.0551 -0.1170 0.0159
H 0.0427 -0.4212 0.2643
H -0.1716 -0.1598 0.8351
H 0.2450 -0.3667 -0.3571
C 1.7873 -0.8819 -0.3905
S -1.2812 0.6064 -1.2383
O 0.7378 -0.4276 0.6975
C 0.4695 0.4447 0.2363
H -1.3901 0.0048 0.3942
H 0.0807 0.0776 0.5457
H -0.0576 0.0598 -0.9749
H -0.1371 0.2521 0.2724
H -0.2644 -0.0932 0.5139
H 0.0780 0.0010 -0.0798
C 0.5015 -0.2243 0.9940
S -0.7086 -0.7301 -0.8901
O -0.4650 0.0342 0.3483
C -0.4576 0.9429 1.6193
H 0.1773 -0.2288 0.3165
H -0.0594 0.4658 -0.2037
H 0.5515 0.0458 -0.2970
H 1.4120 -0.6170 -0.2060
H -0.5249 0.2151 -1.2475
H -0.4344 0.0809 -0.4192
C 0.2653 0.6680 -0.5519
S -2.1901 0.7626 -0.8897
O 2.4100 -0.5908 1.0053
C -0.0329 -0.5763 -0.5931
H -0.0673 0.0953 -0.0174
H -0.2000 -0.1885 0.1966
H 0.0621 -0.2128 0.1481
H -0.1754 -0.1895 -0.1281
H -0.2067 -0.2181 0.2035
H 0.1480 0.4753 0.6157
C 0.7165 -0.1294 0.8378
S -0.4703 1.2079 0.4418
O 1.2776 0.3813 -0.9040
C -0.2890 -0.7467 0.3938
H -0.2183 0.0025 0.0137
H -0.5212 -0.2210 0.5628
H -0.8169 0.0759 -0.7575
H -0.2404 -0.3327 -0.6049
H -0.0755 0.1553 0.1363
H 0.5875 -0.4137 -0.1306
C 0.2772 -0.2681 0.4999
S 0.3633 0.5643 -0.5001
O -0.1379 0.2706 -0.2059
C 0.3004 -0.2905 1.1373
H -0.2725 -0.3561 -0.4043
H -0.3398 0.4859 -0.2689
H -0.3749 0.2293 -0.4334
H -0.3262 -1.0818 -0.1094
H 0.2099 -0.1517 0.3443
H 0.3123 0.5609 -0.0635
C 0.3200 0.8091 0.1261
S 1.4679 -1.7070 -0.0577
O -1.8572 0.5016 0.3816
C -0.9070 0.6016 0.2037
H 0.1433 -0.2452 0.0905
H 0.3042 0.0929 -0.3521
H -0.1226 0.0358 -0.3596
H 0.5652 -0.2025 0.0757
H 0.1321 0.0918 0.3089
H -0.0806 0.0478 -0.4235
C -1.2739 0.2294 0.3503
S 0.0118 1.2497 -1.7902
O 2.0331 -1.5178 1.1626
C -0.5604 -0.2312 0.5538
H 0.0419 0.0500 0.0042
H 0.1700 -0.0768 -0.7204
H 0.0257 0.1744 0.5223
H 0.1315 -0.0761 -0.0560
H -0.1996 0.1308 -0.1705
H -0.3814 0.0806 0.1160
C -0.5290 0.1309 -0.3751
S -1.2064 -1.5306 1.7076
O 0.7986 1.7338 0.1323
C -0.2214 0.2088 -0.1329
H -0.0092 0.1034 0.3823
H -0.0186 -0.5459 -0.4017
H 0.4546 0.2168 -0.5660
H 0.2756 -0.5872 -0.3067
H 0.1485 0.0381 -0.0662
H 0.3245 0.2064 -0.3932
C 2.5038 1.1362 0.5695
C -1.1953 0.9083 0.8859
C -2.8333 -1.3569 -1.9507
C 3.2709 0.5434 -0.5865
C -0.7264 -0.9974 0.2336
C -0.6336 -0.2236 0.4904
H 0.3815 -0.0166 0.1904
H -0.0555 -0.0494 0.1198
H -0.3242 -0.1840 0.1181
H -0.3730 -0.0727 0.0533
H 0.0225 0.0392 -0.2890
H -0.0424 0.2814 0.1568
O -0.2548 -0.6546 -0.9786
C -1.1717 2.5906 0.6733
O 0.6086 -0.8840 -0.3008
C 0.9984 -0.7648 -0.7680
C -0.9112 0.2253 1.6875
C 0.6152 -0.3517 -0.2269
H -0.1251 0.0811 0.0219
H 0.1543 -0.4734 -0.0791
H 0.3027 -0.1556 -0.6926
H -0.3977 0.4191 0.7613
H 0.1014 -0.0566 0.0989
H 0.0846 0.0109 -0.2132